Record 1
{
  "formula": "C2H6N2O",
  "method": "ωB97M-V/def2-TZVPD",
  "species": ["C", "N", "N", "C", "O", "H", "H", "H", "H", "H", "H"],
  "xyz": [[-0.02, -1.14, 0.22], [-1.02, -0.41, 0.78], [0.89, 0.21, -0.46], [-0.57, 1.06, -0.27], [-1.19, 1.23, -1.29], [-0.82, -0.18, 1.75], [1.12, 0.25, -1.45], [1.71, 0.50, 0.08], [-0.49, 1.81, 0.53], [0.67, -1.72, 0.84], [-0.29, -1.62, -0.72]],
  "lowdin_charge": [-0.201, -0.046, 0.073, -0.398, -0.010, 0.057, 0.106, 0.103, 0.117, 0.098, 0.100],
  "e_homo_ev": -8.73,
  "gap_ev": 9.40,
  "mol_weight_da": 74.083,
  "relative_energy_ev": 3.641
}

Record 2
{
  "formula": "C2H6N2O",
  "method": "ωB97M-V/def2-TZVPD",
  "species": ["N", "C", "O", "H", "H", "H", "C", "N", "H", "H", "H"],
  "xyz": [[1.31, -0.46, 0.80], [1.15, -0.59, 2.14], [0.08, -0.84, 2.66], [0.59, -0.81, 0.18], [2.17, -0.25, 0.34], [2.06, -0.38, 2.71], [-1.50, 0.88, -2.09], [-0.91, 0.11, -1.29], [-0.95, 1.22, -2.97], [-2.53, 1.24, -2.02], [-1.47, -0.13, -0.47]],
  "lowdin_charge": [0.113, -0.432, -0.004, 0.054, 0.092, 0.121, -0.131, 0.012, 0.058, 0.066, 0.050],
  "smiles": "NC=O.C=N",
  "e_homo_ev": -9.89,
  "gap_ev": 10.89,
  "mol_weight_da": 74.083,
  "relative_energy_ev": 1.412
}

Record 3
{
  "formula": "C2H6N2O",
  "method": "ωB97M-V/def2-TZVPD",
  "species": ["N", "N", "C", "C", "O", "H", "H", "H", "H", "H", "H"],
  "xyz": [[0.66, 0.16, -1.82], [-0.02, -0.95, -1.25], [-0.35, -0.74, -0.04], [-0.04, 0.30, 0.95], [-0.87, 0.27, 2.05], [1.11, -0.29, -2.61], [1.43, 0.53, -1.18], [-1.02, -1.53, 0.38], [1.00, 0.23, 1.18], [-0.10, 1.34, 0.46], [-1.81, 0.68, 1.87]],
  "lowdin_charge": [-0.025, -0.047, -0.205, -0.322, -0.088, 0.061, 0.091, 0.120, 0.112, 0.138, 0.163],
  "smiles": "N/N=C\\CO",
  "e_homo_ev": -9.32,
  "gap_ev": 10.08,
  "mol_weight_da": 74.083,
  "relative_energy_ev": 2.893
}